# 1
C16H27BCl18FN2O3 | ωB97M-V/def2-TZVPD

Cartesian coordinates (Å):
C -3.9670 2.1595 2.5076
C -3.0160 3.2404 3.2123
B -1.6228 3.3730 2.3909
O -0.7968 4.5091 2.4519
C -1.2016 2.0733 1.5022
C -0.5538 0.9486 2.2033
F -0.3015 0.9673 3.5443
C -0.2227 -0.2361 1.3963
N -0.5114 -0.2459 0.0481
C -1.1166 0.7806 -0.6497
C -1.5002 2.0214 0.0550
O -2.1373 3.0821 -0.5834
N -3.4660 2.7029 -0.9648
O -3.4816 2.3682 -2.0772
H -3.5301 1.1170 2.5461
H -4.1775 2.4001 1.4347
H -4.9364 2.1001 3.0736
H -3.5748 4.2080 3.2769
H -2.7345 2.7907 4.2138
H -0.2964 4.5564 3.2857
H 0.2419 -1.1153 1.9421
H -0.2498 -1.0968 -0.4636
H -1.3873 0.7345 -1.7911
C 3.4203 -0.9182 3.3683
Cl 1.8429 -1.6927 3.1150
Cl 4.4798 -1.1278 1.9717
H 3.2647 0.1437 3.5409
H 3.8941 -1.3690 4.2363
C -2.3887 1.0113 6.3924
Cl -1.7492 0.6568 7.9993
Cl -3.8158 2.0519 6.4808
H -1.6201 1.5155 5.8115
H -2.6640 0.0773 5.9089
C 1.6701 -0.2316 -3.0169
Cl -0.0408 -0.2523 -2.5455
Cl 2.1474 -1.7541 -3.7789
H 1.8314 0.5784 -3.7184
H 2.2752 -0.0737 -2.1215
C -0.8476 1.3686 -6.1756
Cl 0.4286 2.4930 -6.6542
Cl -1.5125 1.7890 -4.5911
H -1.6452 1.4054 -6.9126
H -0.4334 0.3640 -6.1282
C 4.2346 1.7295 -5.7996
Cl 5.5435 2.8350 -6.2214
Cl 3.5147 2.1523 -4.2379
H 3.4660 1.7824 -6.5666
H 4.6310 0.7187 -5.7417
C 5.7687 -0.7790 -1.8869
Cl 6.3516 -1.1555 -0.2661
Cl 4.3536 0.2752 -1.8082
H 6.5582 -0.2783 -2.4415
H 5.4914 -1.7015 -2.3907
C 3.3173 -5.3285 3.8095
Cl 3.5559 -5.6854 2.0954
Cl 4.5465 -4.2085 4.4099
H 2.3369 -4.8786 3.9423
H 3.3791 -6.2544 4.3748
C -1.3082 -3.6407 -3.4138
Cl -2.0846 -2.3058 -4.2723
Cl -1.1611 -3.2922 -1.6833
H -1.9078 -4.5380 -3.5408
H -0.3154 -3.7975 -3.8274
C -4.9008 -2.3406 -0.1366
Cl -3.6271 -1.2078 -0.6145
Cl -5.5585 -1.9311 1.4496
H -5.7001 -2.3010 -0.8718
H -4.4825 -3.3432 -0.0977

Values from the calculation:
**Net charge**: +1
**Spin multiplicity**: 1
**M**: 963.37 g/mol
**Energy relative to the best compared isomer or geometry (same formula, charge and spin)**: 45.5 kcal/mol
**HOMO**: -12.747 eV
**Kohn-Sham gap**: 8.782 eV

=====

# 2
C16H27ClHoIO2P2 | ωB97M-V/def2-TZVPD

Cartesian coordinates (Å):
C 2.8311 -6.3234 -3.3506
C 2.4594 -5.5133 -2.1333
H 3.2513 -7.2748 -3.0048
H 3.5815 -5.8049 -3.9562
H 1.9526 -6.5298 -3.9707
O 2.5914 -5.8408 -0.9763
I 1.5792 -3.5141 -2.4649
Ho -0.2630 0.5988 -0.6300
P -2.3273 -1.1181 -0.0919
C -3.3388 -1.2968 1.4216
C -3.4149 -0.1673 -1.2361
H -4.3751 -0.6794 -1.3586
H -3.2768 -3.1889 -1.0769
H -2.9434 -0.0709 -2.2230
H -1.7239 -2.7001 -1.8204
H -3.4835 -0.3037 1.8751
H -3.6064 0.8452 -0.8590
C -2.2790 -2.7684 -0.8762
H -4.3313 -1.7477 1.2347
H -1.7207 -3.4632 -0.2376
H -2.7923 -1.9138 2.1517
P 2.3697 0.9758 -0.0398
C 3.1360 1.5921 1.4975
C 3.5787 -0.1623 -0.8012
H 2.0772 2.1611 -2.1645
H 3.4780 2.7760 -1.2575
H 1.8287 3.2580 -0.7936
C 2.4437 2.4295 -1.1656
H 3.1787 -0.5227 -1.7570
H 4.5620 0.3011 -0.9768
H 4.1347 2.0352 1.3272
H 3.2279 0.7624 2.2148
H 3.7087 -1.0452 -0.1646
H 2.4797 2.3503 1.9517
C 0.0491 -0.1252 1.5793
O 0.1225 -0.3587 2.7313
Cl -0.5069 3.5005 3.1226
C -1.4831 4.3299 1.9619
C -2.0866 5.5434 2.2280
C -2.8081 6.1534 1.1805
C -2.9421 5.5730 -0.0864
C -2.3648 4.3358 -0.3406
C -1.6477 3.7062 0.6978
C -1.0660 2.3885 0.5214
H -1.9896 5.9931 3.2232
H -3.2764 7.1160 1.3631
H -3.4965 6.0639 -0.8963
H -2.4282 3.8174 -1.3031
H 0.0126 2.3372 0.8132
H -1.7018 1.5574 0.9135

Values from the calculation:
**Net charge**: +2
**Spin multiplicity**: 5
**M**: 640.63 g/mol
**HOMO (alpha / beta)**: -13.870 / -13.876 eV
**Kohn-Sham gap (alpha / beta)**: 6.479 / 6.611 eV